{
  "formula": "C48H44ClCoIN6O2Si",
  "method": "ωB97M-V/def2-TZVPD",
  "symbols": ["Cl", "H", "C", "C", "H", "H", "O", "H", "H", "H", "H", "H", "C", "H", "C", "Si", "C", "C", "C", "C", "H", "H", "H", "H", "H", "C", "H", "H", "C", "H", "C", "H", "C", "C", "C", "H", "C", "C", "H", "H", "C", "C", "H", "N", "H", "C", "C", "H", "C", "H", "C", "C", "C", "H", "C", "N", "C", "Co", "H", "C", "H", "H", "C", "C", "N", "C", "C", "C", "H", "C", "C", "C", "C", "C", "H", "C", "H", "H", "H", "H", "C", "H", "C", "H", "H", "H", "C", "C", "C", "C", "I", "C", "N", "N", "N", "C", "H", "H", "H", "C", "O", "H", "C", "H"],
  "coordinates": [[-3.39459, 6.90817, -0.22578], [9.70467, 1.49016, 0.93270], [-4.80173, 2.74350, 0.64447], [-0.71866, 3.12230, -0.22871], [-1.07598, -5.49619, -0.17605], [6.64446, -1.80849, -1.90415], [0.04274, 2.10248, -0.22440], [11.65542, -1.68498, -1.22397], [-5.85023, 2.56430, 0.84861], [-4.74440, -2.18712, 3.98679], [-5.43388, 4.58691, -3.35327], [-6.99508, 2.65786, -3.14664], [2.73210, -0.83480, -1.29670], [4.54376, -1.84716, -1.79987], [-4.34531, 3.99631, 0.35906], [1.05979, 0.76850, 3.12829], [-3.85031, -1.67510, 3.65021], [-3.00803, -1.02846, 4.55010], [-2.13752, 3.04493, 0.11012], [-5.43742, 1.20121, -2.94998], [0.87997, -0.32245, 5.40008], [-5.01558, 4.84430, 0.32734], [-6.14199, 0.39076, -2.81131], [-5.45077, -0.99543, -4.49931], [1.17123, -4.54951, -1.26968], [9.53764, -1.64137, -1.42815], [2.16901, 0.89297, 5.33309], [-2.18678, -0.85820, 0.79173], [-4.22275, -1.63293, -2.83717], [-4.18227, -2.04653, 1.55399], [-4.04723, 0.92115, -2.89474], [2.68231, -1.09991, 3.44919], [4.26458, 1.09849, -0.20415], [-5.92105, 2.49205, -3.11685], [-3.94273, -2.78057, -2.03989], [-3.13882, -2.70444, -1.31491], [-5.72970, -4.06286, -3.06235], [-3.19158, 2.04957, -2.96821], [4.85378, 1.89506, 0.23123], [2.08005, -1.56657, -1.76216], [10.74306, -1.17396, -0.94630], [4.10945, -0.97509, -1.32435], [-1.41288, -4.91819, 1.46326], [0.32859, -4.13905, 0.62017], [2.40398, -0.83637, 1.72310], [-2.97495, 4.19178, 0.08143], [1.13598, 0.67520, 5.02686], [-0.67221, 6.52467, -0.81104], [-0.09197, -2.86603, 0.81850], [-4.21820, 0.66965, 0.91971], [8.43855, 0.17680, -0.20665], [1.47472, 2.57578, 2.78396], [-0.62011, -5.22234, 0.78042], [11.76541, 0.26849, 0.27633], [1.47310, -4.38994, -0.22895], [-2.61018, 1.82266, 0.43485], [-3.88251, 1.67625, 0.68257], [0.02950, 0.11845, 0.08775], [-6.77689, -3.04852, -4.64310], [-1.46448, -0.33162, 2.76004], [0.96295, 2.94092, 1.88798], [-2.12436, 1.88384, -2.86708], [-1.15471, -0.34373, -1.38920], [-3.68361, 3.33528, -3.12966], [7.05549, -1.12102, -1.29903], [2.55044, -0.32799, 2.68205], [6.37221, -0.12569, -0.65760], [-2.40384, 5.45385, -0.23162], [-6.32201, -4.96962, -3.12525], [-2.38415, -0.94355, 1.86044], [-5.05393, 3.57796, -3.22486], [-3.49601, -0.40851, -2.64511], [-5.25313, -1.80282, -3.80564], [-1.08901, 5.55904, -0.55879], [-4.45749, -4.77996, -1.48291], [-1.86377, -0.36486, 4.12699], [-0.12012, -6.10295, 1.18970], [-0.99527, -2.79014, 1.43570], [0.48237, 1.40288, 5.52066], [3.48532, 0.24630, 2.61620], [4.90156, -0.00515, -0.73443], [2.00203, -5.27526, 0.12870], [-3.52457, -1.59818, 2.29401], [9.48929, -2.50797, -2.07484], [-2.98512, 4.16717, -3.17303], [-3.25143, -1.03372, 5.60941], [-0.28069, 4.41007, -0.58239], [8.39516, -0.94971, -1.03672], [-4.68250, -3.94703, -2.14597], [9.66253, 0.62698, 0.27971], [1.70324, 4.65697, -1.21221], [-5.98524, -2.97580, -3.90144], [2.11443, 0.18567, -0.72687], [7.15888, 0.66610, 0.00230], [-0.30596, 0.22563, 2.28881], [2.87402, 1.15089, -0.21695], [2.55512, 2.71571, 2.63792], [-1.26190, 0.14750, 4.86271], [1.16617, 3.20880, 3.62220], [10.80362, -0.05610, -0.09682], [0.47131, -1.88617, 0.38589], [2.13442, -3.52923, -0.18585], [-2.23307, -0.45692, -1.98247], [2.33620, 1.99407, 0.19827]],
  "atomic_forces_ev_per_a": [[0.01, -0.08, 0.01], [0.01, -0.04, -0.02], [0.01, 0.01, 0.02], [0.06, 0.06, -0.12], [-0.01, 0.01, -0.02], [0.03, 0.00, 0.02], [0.37, 0.72, 0.04], [0.03, 0.01, 0.01], [0.02, -0.02, -0.05], [0.02, 0.01, -0.01], [0.02, -0.05, 0.03], [0.02, -0.03, 0.02], [-0.08, -0.51, -0.44], [-0.12, -0.04, 0.02], [0.06, 0.00, 0.02], [0.15, -0.12, 0.29], [0.10, 0.08, -0.03], [0.01, -0.01, -0.12], [-0.21, 0.09, 0.12], [0.10, 0.10, -0.08], [0.04, 0.07, -0.02], [-0.02, 0.00, -0.02], [-0.01, -0.01, -0.05], [-0.05, 0.03, 0.04], [0.01, 0.00, 0.00], [-0.16, -0.03, -0.02], [-0.11, 0.00, -0.07], [-0.07, -0.05, 0.09], [-0.04, 0.15, 0.16], [0.03, 0.02, -0.02], [0.05, -0.24, 0.07], [-0.05, 0.04, -0.05], [-0.11, 0.32, 0.16], [0.16, -0.05, -0.04], [-0.08, -0.15, -0.15], [-0.04, 0.01, 0.00], [-0.03, 0.01, -0.06], [-0.12, 0.11, -0.01], [-0.12, 0.00, 0.04], [0.01, -0.04, 0.11], [0.03, 0.10, 0.11], [-0.09, -0.32, -0.22], [0.03, 0.02, -0.02], [0.00, -0.12, -0.15], [0.03, 0.02, 0.13], [0.05, -0.07, 0.07], [-0.12, -0.04, 0.16], [0.02, -0.02, -0.01], [-0.45, -0.21, 0.31], [0.02, 0.10, -0.01], [-0.11, 0.07, 0.06], [0.12, 0.12, -0.29], [0.04, 0.00, 0.07], [0.04, 0.03, -0.01], [-0.09, 0.03, 0.00], [0.19, 0.09, 0.06], [-0.11, -0.01, -0.08], [-0.72, 1.23, 0.32], [0.05, 0.01, -0.02], [-0.05, -0.04, -0.06], [0.07, -0.05, 0.07], [-0.04, 0.01, 0.00], [-0.74, -0.70, -0.72], [0.01, -0.17, -0.03], [-0.03, -0.43, -0.36], [0.19, 0.05, -0.29], [-0.44, 0.01, -0.16], [-0.11, -0.08, -0.01], [0.03, 0.02, -0.01], [0.02, 0.06, 0.06], [-0.05, -0.01, 0.00], [0.01, 0.11, 0.12], [-0.02, -0.15, 0.13], [0.03, -0.15, -0.06], [0.02, 0.04, -0.03], [0.03, -0.03, -0.18], [0.00, 0.02, 0.03], [-0.05, 0.02, -0.06], [0.04, -0.07, -0.04], [-0.10, -0.10, 0.08], [0.30, 0.05, 0.04], [0.00, -0.01, -0.01], [0.06, 0.01, 0.11], [-0.01, 0.00, -0.01], [-0.01, -0.04, 0.02], [0.03, 0.03, -0.02], [0.06, 0.03, 0.06], [-0.06, -0.02, -0.03], [0.09, 0.16, -0.03], [0.08, 0.09, 0.04], [-0.02, -0.07, 0.07], [0.10, 0.06, 0.12], [0.19, 0.19, 0.49], [0.36, 0.34, 0.33], [-0.19, -0.28, -0.05], [0.26, 0.30, 0.08], [-0.13, 0.04, 0.07], [0.02, -0.01, 0.02], [0.00, -0.06, -0.03], [-0.02, -0.06, -0.02], [0.99, -0.67, -0.09], [0.03, 0.03, 0.01], [0.18, 0.16, 0.00], [0.01, -0.02, 0.02]],
  "mulliken_spin": [0.00, 0.00, 0.00, 0.00, 0.00, 0.00, 0.19, 0.00, 0.00, 0.00, 0.00, 0.00, 0.01, 0.00, 0.00, 0.02, 0.00, 0.00, 0.00, 0.00, 0.00, 0.00, 0.00, 0.00, 0.00, 0.00, 0.00, 0.02, 0.00, 0.00, -0.01, 0.00, 0.00, 0.00, 0.01, 0.00, 0.01, 0.01, 0.00, 0.00, 0.00, 0.00, 0.00, 0.00, 0.00, 0.00, 0.00, 0.00, 0.00, 0.00, 0.00, 0.00, 0.00, 0.00, 0.00, 0.01, 0.01, 2.29, 0.00, -0.01, 0.00, 0.00, 0.18, 0.00, 0.00, 0.00, 0.00, 0.00, 0.00, 0.04, 0.01, 0.01, 0.01, 0.00, 0.00, 0.00, 0.00, 0.00, 0.00, 0.00, 0.00, 0.00, 0.00, 0.00, 0.00, 0.00, 0.01, 0.00, -0.01, 0.00, 0.00, 0.00, 0.06, 0.00, 0.06, 0.00, 0.00, 0.00, 0.00, 0.00, 0.10, 0.00, -0.01, -0.01],
  "de_lowest_kj_mol": 21.43,
  "charge": -2,
  "homo_lumo_gap_ev": [2.878, 2.925],
  "multiplicity": 4,
  "total_energy_ha": -4764.7617,
  "s_squared": 3.76
}


{
  "formula": "H6O3",
  "method": "ωB97M-V/def2-TZVPD",
  "symbols": ["O", "H", "H", "H", "O", "H", "H", "H", "O"],
  "coordinates": [[-1.65824, -2.22866, 0.33372], [-1.18537, -2.61011, -0.40954], [2.19936, 1.76472, -0.58989], [-1.43417, -1.27824, 0.30323], [-0.87225, 0.37246, 0.03254], [-1.37774, 0.90820, -0.58421], [2.51762, 1.04991, 0.72403], [0.00947, 0.77908, 0.07750], [1.80132, 1.24264, 0.11261]],
  "atomic_forces_ev_per_a": [[-0.07, 0.09, 0.06], [0.01, -0.01, -0.01], [0.00, 0.01, -0.03], [0.04, -0.36, -0.01], [0.04, 0.40, -0.09], [-0.06, 0.00, 0.02], [-0.05, -0.06, 0.08], [-0.03, -0.20, 0.06], [0.12, 0.12, -0.07]],
  "nbo_charge": [-0.97, 0.46, 0.48, 0.50, -0.97, 0.47, 0.49, 0.51, -0.96],
  "de_lowest_kj_mol": 24.73,
  "homo_lumo_gap_ev": 10.685,
  "total_energy_ha": -229.3157
}